(1)
23
Properties=species:S:1:pos:R:3:nbo_charge:R:1 method="wB97M-V/def2-TZVPD" homo_ha=-0.44693 smiles="C[C@H]1CC[NH+]=C1/C(O)=C/N" total_charge=+1 orbital_gap_ev=8.059 e_tot_ev=-12489.3109 multiplicity=1 e_above_lowest_ev=2.727
C 0.46 -1.49 1.11 -0.5864
C 0.55 -1.06 -0.35 -0.2946
C -0.47 -1.76 -1.40 -0.3961
C -0.82 -0.60 -2.39 -0.2485
N -0.67 0.60 -1.54 -0.4996
C 0.05 0.28 -0.50 0.3520
C 0.16 1.39 0.46 0.0579
O -0.55 2.55 0.15 -0.7349
C 0.78 1.73 1.79 0.1735
N 0.25 2.77 2.41 -0.6972
H -0.48 -1.10 1.45 0.2217
H 1.31 -1.07 1.54 0.2079
H 0.57 -2.58 1.15 0.2417
H 1.53 -1.23 -0.80 0.2601
H -1.39 -1.98 -0.84 0.2183
H -0.01 -2.69 -1.95 0.2529
H -0.08 -0.53 -3.29 0.2155
H -1.85 -0.78 -2.82 0.2386
H -1.29 1.29 -1.69 0.4302
H -0.12 3.00 -0.57 0.4868
H 1.38 1.00 2.24 0.2209
H 0.81 3.08 3.28 0.4275
H -0.48 3.35 2.05 0.4517

***

(2)
23
Properties=species:S:1:pos:R:3:nbo_charge:R:1 method="wB97M-V/def2-TZVPD" homo_ha=-0.43036 smiles="C/[NH+]=C/CCN(C)C=C=O" total_charge=+1 orbital_gap_ev=7.538 e_tot_ev=-12487.8004 multiplicity=1 e_above_lowest_ev=4.238
C -0.12 -0.27 2.73 -0.4311
N -0.53 0.03 1.39 -0.4125
C -1.56 -0.45 0.87 0.2950
C -1.76 -0.64 -0.61 -0.4974
C -0.58 0.03 -1.46 -0.2292
N 0.80 -0.14 -0.84 -0.4786
C 1.71 0.84 -1.45 -0.4164
C 1.43 -1.40 -0.98 -0.4035
C 0.83 -2.45 -1.55 0.6765
O 0.25 -3.26 -2.09 -0.4114
H 0.77 0.10 3.04 0.2427
H -0.99 0.00 3.34 0.2339
H 0.01 -1.33 2.85 0.2337
H 0.10 0.62 0.73 0.4800
H -2.32 -0.95 1.44 0.2183
H -2.67 -0.03 -0.74 0.2692
H -1.98 -1.75 -0.79 0.2839
H -0.51 -0.44 -2.45 0.2252
H -0.65 1.08 -1.46 0.2203
H 1.40 1.18 -2.43 0.2044
H 1.71 1.76 -0.84 0.1942
H 2.70 0.41 -1.44 0.2285
H 2.45 -1.68 -0.57 0.2743

***

(3)
24
Properties=species:S:1:pos:R:3:nbo_charge:R:1 method="wB97M-V/def2-TZVPD" homo_ha=-0.49740 smiles="CC(=O)O/C=N/C[C@H]1[NH2+][C@@H]1C" total_charge=+1 orbital_gap_ev=10.486 e_tot_ev=-14535.3388 multiplicity=1 e_above_lowest_ev=3.253
C -0.88 -4.00 -2.25 -0.7487
C 0.00 -2.91 -1.85 0.7966
O 1.21 -3.05 -1.86 -0.5507
O -0.51 -1.63 -1.57 -0.4996
C 0.41 -0.68 -1.14 0.4363
N 0.08 0.51 -0.82 -0.5214
C 1.19 1.42 -0.41 -0.2566
C 0.81 1.99 0.96 -0.0620
N -0.28 2.92 0.86 -0.5173
C -0.47 1.55 1.31 -0.0088
C -0.72 1.37 2.83 -0.6558
H -1.85 -4.06 -1.83 0.2500
H -0.29 -4.90 -2.11 0.2703
H -1.07 -4.13 -3.31 0.2775
H 1.41 -1.05 -0.80 0.1789
H 1.33 2.17 -1.23 0.2319
H 2.10 0.83 -0.29 0.2170
H 1.73 2.09 1.57 0.2665
H -0.54 3.72 1.53 0.4672
H -0.52 3.16 -0.09 0.4455
H -0.78 0.89 0.75 0.2444
H -1.74 1.75 3.20 0.2472
H 0.05 1.78 3.47 0.2299
H -0.64 0.27 3.09 0.2617

***

(4)
25
Properties=species:S:1:pos:R:3:nbo_charge:R:1 method="wB97M-V/def2-TZVPD" homo_ha="-0.46376 / -0.46372" smiles="C[C@@H](O)[C@H](O)[N@@+]1(C)C=CNC1=S" total_charge=+1 orbital_gap_ev="8.107 / 8.107" e_tot_ev=-25370.1989 multiplicity=1 e_above_lowest_ev=3.461
C 2.56 -1.42 -0.65 -0.6301
C 1.43 -0.37 -0.73 0.0544
O 0.51 -0.54 -1.72 -0.7002
C 0.76 -0.19 0.69 0.2777
O 0.56 -1.33 1.43 -0.6899
N -0.60 0.60 0.61 -0.3512
C -1.23 0.59 1.94 -0.3916
C -0.54 1.94 0.09 -0.1648
C -1.56 1.88 -1.11 0.0885
N -2.15 0.68 -1.12 -0.5905
C -1.48 -0.17 -0.33 0.3006
S -1.86 -1.73 -0.10 -0.0026
H 1.98 -2.38 -0.54 0.1990
H 3.34 -1.41 -1.45 0.2522
H 3.08 -1.35 0.26 0.2382
H 2.07 0.51 -0.90 0.1976
H 0.51 -1.47 -2.05 0.5022
H 1.27 0.63 1.25 0.2032
H 0.18 -2.04 0.93 0.5030
H -0.67 1.17 2.59 0.2311
H -2.30 0.97 1.71 0.2372
H -1.28 -0.37 2.41 0.2654
H 0.03 2.77 0.24 0.2574
H -1.85 2.72 -1.70 0.2541
H -2.77 0.30 -1.77 0.4589

***

(5)
26
Properties=species:S:1:pos:R:3:nbo_charge:R:1 method="wB97M-V/def2-TZVPD" homo_ha=-0.16106 smiles="CCC(CC)(C(=O)[O-])/[N+]([O-])=N/OC" total_charge=-1 orbital_gap_ev=7.979 e_tot_ev=-18636.5949 multiplicity=1 e_above_lowest_ev=3.426
C 1.02 -2.24 0.67 -0.6180
C 0.57 -0.80 1.09 -0.4054
C 0.43 0.20 -0.06 -0.0593
C 1.50 0.23 -1.08 -0.4125
C 2.83 0.67 -0.44 -0.6168
C 0.25 1.75 0.62 0.8115
O -0.16 2.59 -0.14 -0.7312
O 0.71 1.86 1.73 -0.7579
N -0.83 -0.05 -0.74 0.3007
O -0.84 -0.13 -1.98 -0.5034
N -1.88 0.09 -0.04 -0.0213
O -3.11 -0.04 -0.70 -0.3982
C -4.21 0.49 0.01 -0.2661
H 0.52 -2.53 -0.20 0.1957
H 2.04 -2.17 0.42 0.1962
H 0.82 -2.84 1.48 0.1987
H 1.41 -0.42 1.82 0.2294
H -0.34 -0.69 1.67 0.2324
H 1.24 0.90 -1.91 0.2389
H 1.63 -0.67 -1.63 0.1938
H 3.49 1.09 -1.17 0.2009
H 3.33 -0.36 -0.26 0.1718
H 2.67 1.19 0.49 0.2467
H -4.96 -0.06 -0.61 0.2037
H -4.22 1.60 -0.10 0.1720
H -3.91 0.34 1.03 0.1975

***

(6)
27
Properties=species:S:1:pos:R:3:nbo_charge:R:1 method="wB97M-V/def2-TZVPD" homo_ha=-0.27696 smiles="C[C@@](O)(CN1C=CN[C@@H]1O)P(O)C=O" orbital_gap_ev=8.059 e_tot_ev=-27925.5570 multiplicity=1 e_above_lowest_ev=2.350
C -0.43 1.01 -2.65 -0.6136
C -0.34 0.56 -1.14 0.0779
O -1.39 1.09 -0.36 -0.7135
C -0.33 -0.98 -0.92 -0.2498
N -0.43 -1.34 0.42 -0.4748
C -1.64 -1.69 1.07 -0.1239
C -1.31 -2.04 2.29 -0.0876
N 0.05 -2.22 2.38 -0.6221
C 0.68 -1.55 1.21 0.3874
O 1.30 -0.25 1.49 -0.7710
P 1.50 1.17 -0.60 0.9342
O 1.92 2.34 -1.78 -1.0249
C 0.90 2.49 0.49 0.1259
O 0.37 2.47 1.57 -0.5477
H 0.43 0.44 -3.12 0.2059
H -0.28 1.97 -2.57 0.2200
H -1.44 0.73 -2.98 0.2180
H -1.38 0.66 0.43 0.4702
H 0.65 -1.35 -1.15 0.2091
H -1.16 -1.51 -1.42 0.2035
H -2.47 -1.55 0.39 0.2328
H -1.92 -1.99 3.16 0.2230
H 0.65 -2.23 3.29 0.4123
H 1.64 -2.07 0.94 0.1803
H 0.65 0.31 1.99 0.4871
H 2.54 2.06 -2.55 0.5071
H 1.27 3.48 0.13 0.1340

***

(7)
24
Properties=species:S:1:pos:R:3:nbo_charge:R:1 method="wB97M-V/def2-TZVPD" homo_ha=-0.47994 smiles="CS[C@]1(C(C)=O)CN(C)C=[NH+]1" total_charge=+1 orbital_gap_ev=9.975 e_tot_ev=-23326.4321 multiplicity=1 e_above_lowest_ev=0.000
C 0.72 2.77 0.45 -0.7437
S 1.84 1.41 0.00 0.2830
C 0.77 -0.05 0.15 -0.1051
C 1.66 -1.31 -0.01 0.5799
C 2.34 -1.43 -1.33 -0.7352
O 1.74 -2.08 0.90 -0.4893
C -0.51 -0.05 -0.71 -0.2577
N -1.59 -0.35 0.22 -0.3268
C -2.93 -0.56 -0.25 -0.4113
C -1.16 -0.39 1.45 0.3874
N 0.11 -0.14 1.59 -0.5344
H 1.35 3.65 0.46 0.2650
H 0.32 2.60 1.45 0.2270
H -0.07 2.89 -0.28 0.2192
H 2.99 -0.57 -1.49 0.2628
H 1.61 -1.44 -2.14 0.2396
H 2.93 -2.34 -1.36 0.2660
H -0.67 0.93 -1.17 0.2361
H -0.48 -0.80 -1.50 0.2380
H -3.35 0.36 -0.64 0.2269
H -2.93 -1.31 -1.04 0.2300
H -3.56 -0.92 0.57 0.2355
H -1.82 -0.58 2.28 0.2472
H 0.69 -0.31 2.40 0.4599

***

(8)
23
Properties=species:S:1:pos:R:3:nbo_charge:R:1 method="wB97M-V/def2-TZVPD" homo_ha=-0.32130 smiles="[H]/P=N/[C@H](/C=C/CC)/N=C/C" orbital_gap_ev=8.948 e_tot_ev=-19734.7118 multiplicity=1 e_above_lowest_ev=2.226
H 3.59 -3.00 0.46 -0.0922
P 3.24 -1.71 -0.17 0.8131
N 2.14 -1.52 0.86 -0.8464
C 1.30 -0.17 0.79 0.0298
C 0.05 -0.54 0.02 -0.1804
C -0.97 -1.39 0.40 -0.1698
C -1.90 -1.92 -0.55 -0.4300
C -3.33 -1.56 -0.33 -0.5970
N 1.98 0.82 0.00 -0.4627
C 2.60 1.85 0.32 0.1898
C 3.15 2.85 -0.64 -0.6771
H 1.18 0.01 1.79 0.1884
H -0.05 -0.05 -0.89 0.2035
H -0.89 -1.93 1.35 0.2039
H -1.86 -3.04 -0.67 0.2166
H -1.64 -1.55 -1.67 0.1932
H -3.97 -2.16 -1.01 0.2038
H -3.78 -1.79 0.66 0.2039
H -3.46 -0.57 -0.59 0.2034
H 2.72 2.23 1.41 0.1237
H 3.03 2.43 -1.74 0.2190
H 4.16 3.09 -0.73 0.2359
H 2.69 3.78 -0.56 0.2276